Molecular formula: C17H58F4HgN2O20S4
Method: DFT, ωB97M-V/def2-TZVPD

The geometry in ORCA input format:
```
! RIJCOSX wB97M-V def2-TZVPD def2/J DEFGRID3
* xyz 0 1
Hg 3.55 5.08 0.46
N 2.31 4.77 4.22
S 2.37 3.58 5.11
O 1.34 2.57 5.06
O 3.15 3.73 6.37
F 3.52 2.85 4.22
S 0.98 5.38 5.10
O 1.11 5.88 6.46
O -0.32 4.86 4.69
F 1.01 6.81 4.28
N 2.22 1.37 -0.38
S 2.87 0.12 -0.92
O 2.39 -0.36 -2.19
O 3.35 -0.85 0.12
F 4.24 0.84 -1.40
S 0.73 0.54 -0.31
O 0.56 -0.53 0.67
O -0.12 0.38 -1.50
F 0.02 1.78 0.42
C 9.00 -2.67 -1.32
O 8.02 -2.88 -2.32
H 9.90 -2.24 -1.75
H 8.64 -2.02 -0.53
H 9.14 -3.67 -0.90
H 7.49 -3.62 -2.02
C 4.73 -7.54 -2.25
O 4.69 -6.15 -1.84
H 4.34 -8.21 -1.48
H 4.27 -7.76 -3.21
H 5.78 -7.78 -2.42
H 3.88 -6.05 -1.35
C -7.64 2.22 -2.28
O -6.31 1.79 -2.63
H -8.48 1.57 -2.52
H -7.81 2.39 -1.22
H -7.81 3.16 -2.81
H -5.69 2.48 -2.40
O 0.54 3.19 -5.10
H 0.15 2.46 -4.62
H -0.06 3.36 -5.82
O 0.16 6.41 -0.85
H -0.57 5.83 -1.09
H 0.00 7.22 -1.33
C 4.49 -5.73 4.86
C 4.43 -4.20 4.96
O 5.50 -3.64 4.22
H 4.45 -6.07 3.83
H 3.72 -6.20 5.47
H 5.43 -6.05 5.31
H 4.51 -3.86 5.99
H 3.48 -3.81 4.59
H 5.19 -3.40 3.34
C -4.44 8.04 -0.05
C -4.92 6.89 -0.97
O -4.04 5.75 -0.83
H -4.44 7.63 0.96
H -5.25 8.76 -0.19
H -3.49 8.50 -0.28
H -5.02 7.20 -2.01
H -5.92 6.55 -0.69
H -4.10 5.42 0.07
C -0.86 -5.71 -1.73
C -0.30 -6.51 -0.57
O 0.63 -5.80 0.16
H -0.03 -5.49 -2.41
H -1.30 -4.77 -1.39
H -1.64 -6.13 -2.35
H 0.16 -7.41 -0.97
H -1.09 -6.74 0.14
H 0.18 -5.37 0.90
C 6.13 7.25 -4.74
C 5.78 5.74 -4.62
O 4.72 5.53 -3.70
H 6.96 7.58 -5.37
H 6.45 7.65 -3.78
H 5.29 7.91 -4.95
H 6.70 5.21 -4.35
H 5.53 5.37 -5.61
H 4.10 5.03 -4.24
C -5.23 1.73 5.25
C -5.35 1.92 3.74
O -5.43 3.33 3.60
H -4.31 2.21 5.58
H -5.30 0.68 5.55
H -6.06 2.21 5.76
H -6.23 1.44 3.31
H -4.48 1.47 3.27
H -4.62 3.66 3.99
C -3.84 -5.92 4.68
C -3.43 -4.47 4.32
O -2.02 -4.48 4.09
H -4.88 -5.88 5.01
H -3.20 -6.43 5.40
H -3.88 -6.52 3.77
H -3.61 -3.90 5.23
H -3.95 -4.08 3.45
H -1.75 -3.59 3.83
C -4.33 -4.01 -6.65
C -4.41 -2.74 -5.83
O -5.74 -2.55 -5.63
H -4.80 -4.82 -6.09
H -3.30 -4.28 -6.90
H -4.86 -3.88 -7.59
H -3.99 -1.92 -6.42
H -3.82 -2.88 -4.92
H -5.77 -1.68 -5.23
*
```

For the molar mass, the calculation gives 1015.495 u. As for the total energy: -4441.76395 hartree. Its gap between HOMO and LUMO is 1.76 eV. The highest occupied orbital energy comes out at -0.36673 Ha. The largest force on an atom comes out at 0.2413 Eh/bohr.